A structure of composition C18H46MgO11S6 in a non-equilibrium geometry. Source: OMol25; level of theory: the ωB97M-V functional and the def2-TZVPD basis.

Each line ends with the Mulliken spin population.
Positions of all 82 atoms, in Å:
Mg  -25.3366  -11.1916  12.0565  1.77
O  -25.7388  -11.4005  10.1256  0.01
C  -24.4639  -11.3133  9.5429  0.03
C  -23.3236  -11.9734  10.4501  -0.07
O  -23.3534  -11.5742  11.8398  0.00
H  -24.2155  -10.2836  9.2856  0.00
H  -24.4080  -11.7316  8.5379  0.00
H  -22.3440  -11.8937  9.9788  0.00
H  -23.3819  -13.0617  10.4635  0.00
C  -20.3874  -11.6817  7.8312  0.00
C  -20.9701  -13.0744  7.4282  0.02
C  -21.7980  -13.2594  6.2790  0.00
O  -20.8584  -13.8136  5.4104  0.00
C  -19.7606  -14.2213  6.0606  0.00
O  -18.7926  -14.6738  5.4399  0.00
O  -19.8478  -13.9066  7.3015  0.00
H  -21.1413  -10.8991  7.9173  0.00
H  -19.7896  -11.3010  7.0030  0.00
H  -19.8131  -11.5748  8.7514  0.00
H  -21.4628  -13.3219  8.3685  0.00
H  -22.2089  -12.3056  5.9479  0.00
H  -22.5614  -14.0163  6.4586  0.00
C  -27.5675  -7.6618  12.0830  0.32
S  -25.7631  -7.8269  11.6455  -0.58
O  -25.4778  -9.3005  12.0133  0.24
C  -26.1547  -7.9241  9.8639  0.07
H  -28.1138  -6.9164  11.5050  -0.02
H  -27.6148  -7.3183  13.1163  0.12
H  -28.1757  -8.5446  11.8859  -0.31
H  -25.2550  -8.3251  9.3971  0.00
H  -26.4442  -6.9498  9.4702  0.06
H  -26.9564  -8.6419  9.6901  -0.03
C  -28.7602  -13.2598  12.6452  0.15
S  -28.6744  -11.4171  12.3994  -1.06
O  -27.2004  -11.0363  12.6103  0.58
C  -29.2570  -11.3374  10.6437  0.07
H  -27.9670  -13.8677  12.2100  -0.08
H  -29.7699  -13.4931  12.3072  0.03
H  -28.7654  -13.3923  13.7272  0.06
H  -29.0470  -10.3875  10.1520  -0.01
H  -30.3073  -11.6011  10.5190  0.08
H  -28.7460  -12.0706  10.0197  0.04
C  -20.2255  -13.9331  12.5092  -0.01
S  -18.4190  -13.5988  12.6365  0.00
O  -17.9258  -13.9601  14.0247  0.00
C  -17.7657  -15.0333  11.5830  0.00
H  -20.6306  -13.7193  11.5201  0.00
H  -20.7651  -13.3757  13.2749  0.01
H  -20.4244  -14.9654  12.7969  0.00
H  -16.7448  -15.2615  11.8890  0.00
H  -17.8948  -15.0177  10.5008  0.00
H  -18.4619  -15.7984  11.9268  0.00
C  -24.3204  -14.1606  14.9799  -0.03
S  -25.3397  -14.3675  13.5048  -0.95
O  -25.6005  -13.0627  12.7369  0.58
C  -24.3158  -15.5016  12.4715  0.22
H  -24.5281  -15.0847  15.5195  0.02
H  -24.7916  -13.3532  15.5404  0.11
H  -23.2776  -14.0230  14.6940  0.02
H  -24.4927  -16.5500  12.7116  0.06
H  -23.2636  -15.2359  12.5732  -0.04
H  -24.3491  -15.3832  11.3884  -0.05
C  -27.5032  -14.0862  8.4654  -0.01
S  -27.7702  -14.3011  6.6514  0.00
O  -29.0861  -13.6682  6.3502  0.00
C  -26.3938  -13.2232  6.0635  0.00
H  -28.4089  -13.9295  9.0514  0.01
H  -26.7835  -13.3011  8.6972  0.03
H  -27.1283  -15.0732  8.7363  0.00
H  -26.3428  -12.2876  6.6205  0.00
H  -26.4143  -12.9487  5.0088  0.00
H  -25.4006  -13.6549  6.1869  0.00
C  -25.3722  -10.7876  16.6511  -0.01
S  -24.7473  -9.8246  15.2059  -0.74
O  -25.1070  -10.7583  14.0356  -0.05
C  -25.9427  -8.3847  15.1833  0.15
H  -25.2384  -10.1083  17.4929  -0.02
H  -24.7755  -11.6971  16.7206  0.22
H  -26.4126  -11.1122  16.6356  -0.02
H  -26.8823  -8.9143  15.0261  0.02
H  -25.7128  -7.8147  14.2831  -0.01
H  -25.9005  -7.8073  16.1069  0.02

Properties
Net charge ... -1
⟨S²⟩ ... 0.75
LUMO level (spin up / spin down) ... 0.06644 / 0.06943 Ha
Calculated total energy ... -112384.61121 eV
Kohn-Sham gap (spin up / spin down) ... 1.65 / 6.46 eV
Spin multiplicity ... 2